[1]
Formula: C7H14
Source: OMol25
Level of theory: ωB97M-V/def2-TZVPD

Properties
Charge: 0
Spin multiplicity: 1

Cartesian coordinates (Å):
C (-0.522, 1.743, 0.506)
C (-0.502, 0.245, 0.084)
C (-1.381, -0.189, -1.143)
C (-1.293, -0.538, 1.148)
C (0.970, -0.228, 0.246)
C (2.234, 0.096, -0.525)
C (1.644, -1.287, -0.567)
H (-0.395, 1.778, 1.598)
H (0.278, 2.384, 0.108)
H (-1.475, 2.230, 0.282)
H (-2.209, -0.851, -0.819)
H (-1.889, 0.659, -1.602)
H (-0.852, -0.793, -1.880)
H (-0.838, -0.364, 2.115)
H (-2.347, -0.223, 1.157)
H (-1.290, -1.611, 0.906)
H (1.192, -0.292, 1.314)
H (2.212, 0.701, -1.425)
H (3.157, 0.208, 0.049)
H (2.154, -2.100, -0.059)
H (1.153, -1.569, -1.492)

---

[2]
Formula: C24H43BF3N2O19S
Source: OMol25
Level of theory: ωB97M-V/def2-TZVPD

Properties
Charge: -1
Spin multiplicity: 1

Cartesian coordinates (Å):
O (-4.616, -3.344, 2.067)
N (-4.523, -2.599, 2.985)
O (-3.299, -1.964, 3.007)
B (-2.276, -2.863, 3.635)
C (-1.742, -2.155, 5.020)
C (-0.981, -0.783, 4.788)
C (0.144, -0.577, 5.889)
C (1.577, -1.064, 5.448)
N (1.856, -2.482, 5.790)
C (1.335, -3.290, 6.784)
C (1.910, -4.620, 6.665)
C (2.856, -4.530, 5.521)
C (2.801, -3.157, 5.001)
S (-0.870, -3.436, 2.499)
O (-0.630, -4.868, 2.814)
O (0.431, -2.750, 2.726)
C (-1.221, -3.374, 0.659)
F (-0.066, -2.883, 0.042)
F (-2.230, -2.540, 0.268)
F (-1.389, -4.633, 0.142)
H (-2.849, -3.855, 3.993)
H (-1.008, -2.880, 5.470)
H (-2.583, -2.049, 5.758)
H (-1.743, 0.035, 4.976)
H (-0.617, -0.624, 3.741)
H (0.203, 0.535, 6.088)
H (-0.177, -1.050, 6.854)
H (2.381, -0.386, 5.866)
H (1.649, -0.989, 4.324)
H (0.564, -2.947, 7.515)
H (1.675, -5.505, 7.290)
H (3.502, -5.335, 5.114)
H (3.384, -2.724, 4.159)
C (2.548, -1.388, 0.784)
O (3.341, -0.461, 0.031)
C (3.344, 0.778, 0.522)
O (2.757, 1.151, 1.506)
O (4.116, 1.540, -0.269)
C (4.209, 2.901, 0.144)
H (2.618, -2.359, 0.297)
H (2.929, -1.483, 1.801)
H (1.503, -1.082, 0.793)
H (4.656, 2.973, 1.136)
H (3.226, 3.376, 0.129)
H (4.854, 3.417, -0.566)
C (0.294, -1.434, -5.975)
O (-0.607, -2.380, -5.403)
C (-1.086, -2.024, -4.203)
O (-0.819, -1.009, -3.609)
O (-1.909, -2.984, -3.783)
C (-2.500, -2.733, -2.502)
H (0.618, -1.822, -6.940)
H (-0.205, -0.477, -6.137)
H (1.174, -1.307, -5.342)
H (-3.108, -1.828, -2.531)
H (-1.735, -2.658, -1.739)
H (-3.145, -3.577, -2.264)
C (-1.883, 1.417, -2.814)
O (-3.180, 1.314, -3.412)
C (-3.600, 2.429, -4.012)
O (-2.995, 3.469, -4.085)
O (-4.818, 2.192, -4.524)
C (-5.393, 3.306, -5.200)
H (-1.651, 0.460, -2.362)
H (-1.128, 1.634, -3.569)
H (-1.880, 2.180, -2.033)
H (-4.778, 3.601, -6.051)
H (-5.529, 4.144, -4.515)
H (-6.371, 2.998, -5.569)
C (-0.217, 5.812, 7.916)
O (-0.670, 5.120, 6.756)
C (0.263, 4.976, 5.804)
O (1.399, 5.374, 5.862)
O (-0.288, 4.317, 4.781)
C (0.598, 4.089, 3.684)
H (-1.052, 5.868, 8.613)
H (0.599, 5.269, 8.395)
H (0.093, 6.827, 7.664)
H (1.445, 3.477, 3.994)
H (0.939, 5.036, 3.262)
H (0.044, 3.549, 2.918)
C (3.805, 1.596, -10.542)
O (2.924, 0.654, -9.933)
C (1.628, 0.975, -10.024)
O (1.179, 1.956, -10.559)
O (0.919, 0.016, -9.417)
C (-0.492, 0.228, -9.437)
H (4.822, 1.232, -10.405)
H (3.605, 1.674, -11.611)
H (3.718, 2.571, -10.062)
H (-0.865, 0.253, -10.461)
H (-0.750, 1.149, -8.911)
H (-0.960, -0.607, -8.918)

---

[3]
Formula: C2H5P
Source: OMol25
Level of theory: ωB97M-V/def2-TZVPD

Properties
Charge: 0
Spin multiplicity: 1

Cartesian coordinates (Å):
C (-0.212, -0.734, -0.100)
C (-0.266, 0.780, -0.123)
P (1.434, 0.019, -0.033)
H (-0.653, -1.155, 0.720)
H (-0.453, -1.595, -1.342)
H (-0.470, 1.417, -0.963)
H (-0.850, 1.395, 0.537)
H (1.471, -0.128, 1.303)

---

[4]
Formula: C3H4N2O2S
Source: OMol25
Level of theory: ωB97M-V/def2-TZVPD

Properties
Charge: 0
Spin multiplicity: 1

Cartesian coordinates (Å):
C (-0.812, -0.675, -0.092)
C (0.489, -1.112, -0.105)
C (-0.707, 0.734, -0.089)
H (-2.681, -0.804, -0.103)
H (0.890, -2.128, -0.098)
H (3.191, 0.155, 1.157)
H (-1.401, 2.466, -0.134)
N (1.270, 0.019, -0.118)
N (0.533, 1.152, -0.103)
O (-1.944, -1.426, -0.074)
O (-1.787, 1.560, -0.080)
S (2.959, 0.058, -0.162)

---

Values for lowest unoccupied orbital energy, eV, ordered as above
1.00; 1.79; 1.08; 0.65
Values for total energy, eV, ordered as above
-7484.6715; -87130.3484; -11440.4763; -21084.8345